Model one:
This record from OMol25 describes one molecule with the formula C2H2N4O2. The level of theory is wB97M-V/def2-TZVPD.

Its SMILES is O=Cc1nnnn1O. The value obtained for the frontier orbital gap is 9.91 eV.

```
10
C2H2N4O2 | OMol25 | wB97M-V/def2-TZVPD
O 2.60008 0.04415 -1.17594
C 1.70373 -0.11190 -0.27015
C 0.29968 0.25435 -0.57023
N -0.18663 1.08764 -1.35236
N -1.43847 1.24733 -0.87137
N -1.77620 0.41235 0.06337
N -0.63388 -0.33200 0.22059
O -0.57439 -1.14371 1.37931
H 1.56924 -0.68983 0.84477
H -1.56315 -0.76838 1.73200
```

Model two:
This record from OMol25 describes one molecule with the formula C2H2N4O2. The level of theory is wB97M-V/def2-TZVPD.

Its SMILES is O=C(O)n1cnnn1. The value obtained for the frontier orbital gap is 9.53 eV.

```
10
C2H2N4O2 | OMol25 | wB97M-V/def2-TZVPD
O -1.63142 -1.71331 -0.03807
C -1.33881 -0.46841 0.09571
O -2.11632 0.61190 -0.04160
N 0.04750 -0.20717 0.21852
C 1.02376 0.84803 0.13236
N 2.15793 0.20342 -0.03477
N 2.00615 -1.14625 -0.12293
N 0.68010 -1.55875 0.13300
H -1.52000 1.54507 -0.26383
H 0.69111 1.88547 -0.07839
```

Model three:
This record from OMol25 describes one molecule with the formula C2H2N4O2. The level of theory is wB97M-V/def2-TZVPD.

Its SMILES is [H]/N=c1\nnn(C=O)o1. The value obtained for the frontier orbital gap is 9.17 eV.

```
10
C2H2N4O2 | OMol25 | wB97M-V/def2-TZVPD
H 3.14220 -0.70688 0.03518
N 2.27468 -1.09595 -0.11772
C 1.27770 -0.39158 0.01143
N 1.25353 1.05324 -0.01693
N 0.05482 1.34744 -0.14886
N -0.69867 0.36446 0.19526
C -2.12904 0.19608 0.01270
O -2.42659 -1.04351 -0.16568
O -0.07567 -0.93965 0.16253
H -2.67297 1.21636 0.03209
```

Model four:
This record from OMol25 describes one molecule with the formula C2H2N4O2. The level of theory is wB97M-V/def2-TZVPD.

Its SMILES is O=C(O)c1nnn[nH]1. The value obtained for the frontier orbital gap is 11.12 eV.

```
10
C2H2N4O2 | OMol25 | wB97M-V/def2-TZVPD
O 1.74163 1.05257 -0.00894
C 1.20919 -0.04717 0.04988
O 1.88871 -1.14929 -0.13884
C -0.26840 -0.12315 0.17531
N -0.96841 -1.17814 0.17705
N -2.19024 -0.81528 -0.07506
N -2.27592 0.40911 -0.19095
N -1.01979 0.86158 -0.00069
H 2.83089 -0.83778 -0.20559
H -0.94766 1.82756 0.21783
```

The computed energies, referenced to the most stable structure and given in kcal/mol, are model one 96.4; model two 60.0; model three 75.9; model four 0.0.

Model one:
This record from OMol25 describes C2H2N4O2 as an isolated structure. The level of theory is wB97M-V/def2-TZVPD.

The value obtained for the frontier orbital gap is 9.20 eV.

```
10
C2H2N4O2 | OMol25 | wB97M-V/def2-TZVPD
C 0.35725 0.21137 -0.19195
C -0.92298 -0.56065 0.25620
H -0.12231 -0.07161 -2.30330
H 1.58229 0.43790 -2.23275
N 0.89792 -0.16285 -1.45591
N 1.07101 0.98998 0.64072
N -0.48416 0.04243 2.34979
N -1.19378 -0.79790 1.60405
O 0.52761 0.88361 1.97773
O -1.71285 -0.97228 -0.64457
```

Model two:
This record from OMol25 describes one molecule with the formula C2H2N4O2. The level of theory is wB97M-V/def2-TZVPD.

Its SMILES is O=[N+]([O-])c1nc[nH]n1. The value obtained for the frontier orbital gap is 9.43 eV.

```
10
C2H2N4O2 | OMol25 | wB97M-V/def2-TZVPD
O -2.35970 1.24380 -0.15332
N -2.03490 -0.09976 0.01137
O -2.78171 -1.04696 0.04683
C -0.58710 -0.13835 0.00221
N 0.13426 1.16784 0.15241
C 1.36967 0.73298 -0.05609
N 1.44259 -0.68252 -0.11034
N 0.23587 -1.17095 -0.03640
H 2.37054 1.24103 0.11544
H 2.21047 -1.24711 0.02790
```

The computed energies, referenced to the most stable structure and given in kcal/mol, are model one 42.4; model two 0.0.

Model one:
This record from OMol25 describes a 2-piece molecular cluster, C3H13N3O overall. The level of theory is wB97M-V/def2-TZVPD.

Its SMILES is NCCNCN.O. The value obtained for the frontier orbital gap is 9.67 eV.

```
20
C3H13N3O | OMol25 | wB97M-V/def2-TZVPD
N 1.91554 0.44870 -0.97905
C 1.08941 -0.73820 -1.21785
C -0.33958 -0.53005 -0.65628
N -0.34026 0.28205 0.63212
C -1.42911 1.27205 1.06723
N -1.91536 2.20146 0.05838
H 2.58513 0.10895 -0.22454
H 2.48038 0.58580 -1.81303
H 1.53563 -1.62864 -1.08111
H 0.88019 -0.73153 -2.31104
H -1.22248 -0.29943 -1.42252
H -0.74436 -1.50830 -0.27866
H 0.43625 0.86201 0.52459
H -0.90311 1.77770 1.89710
H -2.22635 0.63815 1.44667
H -1.05917 2.70312 -0.24174
H -2.04724 1.64443 -0.80366
O 0.69930 -2.50366 1.00887
H 0.69748 -3.07911 1.80351
H 0.44959 -1.59209 1.29475
```

Model two:
This record from OMol25 describes C3H13N3O as an isolated structure. The level of theory is wB97M-V/def2-TZVPD.

The value obtained for the frontier orbital gap is 9.34 eV.

```
20
C3H13N3O | OMol25 | wB97M-V/def2-TZVPD
C -1.29330 0.96070 -0.61368
C -1.22151 -0.68831 0.50093
C -0.62099 -1.85418 -0.27913
N -1.12844 2.10155 0.10906
H -0.22248 2.09376 0.60730
H -1.89794 2.35826 0.71296
H -2.27137 0.84123 -1.06860
H -0.43800 0.72302 -1.23683
H -2.31017 -0.77998 0.43038
H -1.12101 -0.83483 1.58400
H 0.42056 -2.00876 0.00965
H -0.65780 -1.66312 -1.35426
H -1.14576 -2.79022 -0.07622
N 1.80288 0.71644 -0.33056
N 2.82287 -0.25073 -0.35245
O 1.12797 0.76937 0.94490
H 0.13099 0.09595 0.76577
H 2.27363 1.61653 -0.40076
H 3.35072 -0.24503 0.52217
H 2.39914 -1.16166 -0.47464
```

Model three:
This record from OMol25 describes a 2-piece molecular cluster, C3H13N3O overall. The level of theory is wB97M-V/def2-TZVPD.

Its SMILES is NC(N)N.CCO. The value obtained for the frontier orbital gap is 9.71 eV.

```
20
C3H13N3O | OMol25 | wB97M-V/def2-TZVPD
N -0.96837 -0.36159 0.57313
C -0.49134 0.70880 1.42180
N 0.05962 0.09503 2.61044
N -1.47454 1.68034 1.86986
H -1.28487 -0.01124 -0.33007
H -1.70839 -0.87847 1.03600
H 0.25151 1.27293 0.82485
H 0.42148 0.81351 3.22880
H 0.81187 -0.53179 2.35672
H -1.98039 2.06934 1.08201
H -2.13562 1.23128 2.49596
C 1.81648 -0.17921 -1.67143
C 0.67870 -1.14799 -1.91037
O -0.49690 -0.37371 -2.36363
H 1.99656 0.41153 -2.56441
H 2.71964 -0.72773 -1.41457
H 1.57030 0.49582 -0.85844
H 0.92543 -1.84123 -2.72367
H 0.46782 -1.73545 -1.00977
H -1.17899 -0.99016 -2.65321
```

Model four:
This record from OMol25 describes a 2-piece molecular cluster, C3H13N3O overall. The level of theory is wB97M-V/def2-TZVPD.

Its SMILES is NCCNCN.O. The value obtained for the frontier orbital gap is 9.77 eV.

```
20
C3H13N3O | OMol25 | wB97M-V/def2-TZVPD
N 1.71650 1.54270 -1.29223
C 1.94796 0.62623 -0.20676
C 0.85096 0.66946 0.83214
N -0.34429 0.05526 0.31640
C -1.32531 -0.26928 1.37352
N -2.63503 -0.68841 0.89946
H 1.53784 1.09873 -2.20020
H 1.64354 2.55818 -1.27393
H 2.02686 -0.37258 -0.63201
H 2.94261 0.73931 0.30235
H 0.66188 1.68614 1.08929
H 1.16013 0.17856 1.73602
H -0.84844 0.69518 -0.39988
H -0.83792 -1.14319 1.85345
H -1.45807 0.65524 2.13939
H -2.56247 -1.69146 0.69172
H -3.08536 0.02646 0.31999
O -0.21614 -1.69938 -1.57797
H 0.56270 -2.22817 -1.66609
H -0.01604 -1.13263 -0.79499
```

The computed energies, referenced to the most stable structure and given in kcal/mol, are model one 35.2; model two 111.1; model three 0.0; model four 22.3.